Entry from the OMol25 dataset: a structure of composition C3H8NiO3 in a non-equilibrium geometry (ωB97M-V/def2-TZVPD).

- HOMO (spin up / spin down) (Eh) = -0.5506 / -0.5391
- frontier orbital gap (spin up / spin down) (eV) = 10.7 / 7.1
- calculated total energy (eV) = -50415.82006

Structure (ORCA input):
```
! RIJCOSX wB97M-V def2-TZVPD def2/J DEFGRID3
* xyz 1 4
H 2.7292 2.0696 0.6028
O 2.9012 1.2087 0.0516
O 0.0875 1.9906 -0.2264
C -1.0011 1.3861 0.3125
C -1.1500 -0.0822 -0.0543
O 0.1586 -0.6154 -0.2132
C 0.2134 -2.0439 -0.2360
Ni 1.4839 0.6312 -0.8393
H -1.9202 1.9769 0.1531
H -0.8067 1.4834 1.4160
H -1.7112 -0.1953 -0.9943
H -1.6837 -0.6191 0.7413
H 1.2676 -2.3314 -0.2968
H -0.2281 -2.4368 0.6882
H -0.3405 -2.4223 -1.1052
*
```



Entry from the OMol25 dataset: the molecule C3H8O in a non-equilibrium geometry (ωB97M-V/def2-TZVPD).

- HOMO (Eh) = -0.3805
- frontier orbital gap (eV) = 11.4
- SMILES string = CCCO
- calculated total energy (eV) = -5287.32148

Structure (ORCA input):
```
! RIJCOSX wB97M-V def2-TZVPD def2/J DEFGRID3
* xyz 0 1
C 0.7482 1.2742 0.3432
C 0.3272 0.0975 -0.5446
C -0.2261 -1.1714 0.1016
O -1.6213 -1.2368 -0.3608
H 0.0824 1.3712 1.2103
H 0.6670 2.2056 -0.2293
H 1.7781 1.2298 0.7256
H -0.6687 0.2626 -1.0069
H 1.0650 -0.0906 -1.3392
H -0.1800 -1.1748 1.1990
H 0.2224 -2.0926 -0.2819
H -2.1942 -0.6749 0.1830
*
```



Entry from the OMol25 dataset: a cluster of 3 separate species, C3H8O in total in a non-equilibrium geometry (ωB97M-V/def2-TZVPD).

- HOMO (Eh) = -0.3233
- frontier orbital gap (eV) = 9.8
- calculated total energy (eV) = -5284.11750

Structure (ORCA input):
```
! RIJCOSX wB97M-V def2-TZVPD def2/J DEFGRID3
* xyz 0 1
C 1.3528 -1.1922 0.2129
C 0.3184 -0.0903 0.3597
O -0.7078 -0.2441 -0.4820
C -1.5814 0.7836 -0.5149
H 1.4933 -1.4298 -0.8463
H 2.3060 -0.8569 0.6262
H 1.0916 -2.1359 0.7249
H 0.4794 1.5140 -0.1010
H 0.0394 0.1932 1.3792
H -0.4471 1.8304 -0.4965
H -2.3142 0.5883 -1.3134
H -2.0304 1.0397 0.4512
*
```



Entry from the OMol25 dataset: the molecule C3H8O (ωB97M-V/def2-TZVPD).

- HOMO (Eh) = -0.3793
- frontier orbital gap (eV) = 11.4
- SMILES string = CCCO
- calculated total energy (eV) = -5287.88497

Structure (ORCA input):
```
! RIJCOSX wB97M-V def2-TZVPD def2/J DEFGRID3
* xyz 0 1
C 0.5684 1.0350 1.0304
C 0.3555 0.3710 -0.3274
C -0.5421 -0.8332 -0.2867
O -0.6829 -1.2963 -1.6126
H -0.3647 1.2416 1.5778
H 1.0257 1.9684 0.7447
H 1.2510 0.5085 1.7130
H -0.0723 1.1052 -1.0188
H 1.3324 0.0994 -0.7477
H -1.5094 -0.5326 0.1507
H -0.1050 -1.5994 0.3734
H -1.2566 -2.0676 -1.5967
*
```



Ordered energy relative to the best compared isomer or geometry (same formula, charge and spin) results: 0.000 0.829 4.033 0.266; unit eV.